Record 1
ORCA calculation (ωB97M-V with the def2-TZVPD basis set) on an isolated molecule of C5H7OP in a non-equilibrium geometry.

- HOMO-LUMO gap: 0.3544 hartree
- Lowest unoccupied orbital energy: 0.617 eV
- Energy relative to the best compared isomer or geometry (same formula, charge and spin): 104.84 kcal/mol
- HOMO level: -9.03 eV

Each line ends with the Löwdin charge.
CARTESIAN COORDINATES (ANGSTROEM)
C 0.060 1.306 0.242  -0.5071
C 0.771 2.205 1.264  0.0736
C 0.743 0.764 -1.043  -0.1987
C -0.215 -0.458 -1.207  -0.3836
C -0.719 -1.404 1.277  -0.3717
O -0.068 2.701 0.465  -0.0156
P -1.435 -0.127 0.164  0.9833
H 0.701 1.617 -1.805  0.1368
H 1.706 0.554 -0.813  0.0562
H -0.461 -0.513 -2.218  0.0371
H 0.382 -1.387 -1.084  0.0790
H -0.567 -2.449 0.821  0.0671
H -1.177 -1.551 2.228  0.0010
H 0.279 -1.256 1.709  0.0426



Record 2
ORCA calculation (ωB97M-V with the def2-TZVPD basis set) on a cluster of 2 separate species, C17H19N3O5 in total in a non-equilibrium geometry.

- HOMO-LUMO gap: 0.1437 hartree
- Lowest unoccupied orbital energy: -2.230 eV
- Energy relative to the best compared isomer or geometry (same formula, charge and spin): 265.00 kcal/mol
- HOMO level: -6.14 eV

Each line ends with the Löwdin charge.
CARTESIAN COORDINATES (ANGSTROEM)
C -3.793 -3.867 2.099  -0.0875
O -2.623 -3.221 2.541  -0.0578
C -2.212 -2.146 1.740  -0.1929
C -1.003 -1.509 2.061  0.0302
C -0.558 -0.420 1.353  0.0259
C -1.328 0.122 0.290  -0.1887
C -0.929 1.301 -0.368  0.0834
N -1.764 2.171 -1.047  -0.1404
C -1.206 3.231 -1.885  -0.0171
C -3.203 2.251 -0.790  -0.0333
C -2.507 -0.575 -0.067  -0.0044
C -2.935 -1.668 0.639  0.0025
H -4.033 -4.664 2.801  0.0998
H -4.629 -3.167 2.076  0.0943
H -3.626 -4.309 1.116  0.1031
H -0.445 -1.891 2.900  0.1304
H 0.363 0.063 1.630  0.1243
H 0.099 1.603 -0.272  0.1326
H -1.994 3.824 -2.349  0.0944
H -0.583 3.894 -1.287  0.1018
H -0.598 2.786 -2.671  0.1003
H -3.543 3.286 -0.802  0.0982
H -3.749 1.695 -1.552  0.0977
H -3.425 1.838 0.193  0.1001
H -3.051 -0.261 -0.938  0.1112
H -3.834 -2.175 0.340  0.1056
O 3.977 -2.753 1.045  0.0693
N 4.037 -1.658 1.612  -0.3291
O 4.354 -1.525 2.797  0.0470
C 3.723 -0.459 0.842  -0.1728
C 4.064 0.789 1.334  -0.0501
C 3.818 1.923 0.586  -0.1004
C 3.214 1.824 -0.639  -0.0662
C 2.830 0.570 -1.160  -0.2380
C 2.223 0.492 -2.412  -0.0677
N 1.842 -0.703 -3.046  -0.4405
O 1.328 -0.625 -4.179  -0.0547
O 2.021 -1.793 -2.474  -0.0395
C 3.117 -0.571 -0.383  0.0359
H 4.524 0.859 2.306  0.1040
H 4.110 2.892 0.953  0.1001
H 3.038 2.711 -1.223  0.1008
H 2.019 1.391 -2.959  0.0926
H 2.873 -1.553 -0.752  0.0953



Record 3
ORCA calculation (ωB97M-V with the def2-TZVPD basis set) on a structure of composition C5H10O.

- HOMO-LUMO gap: 0.3110 hartree
- Lowest unoccupied orbital energy: 0.812 eV
- Energy relative to the best compared isomer or geometry (same formula, charge and spin): 94.37 kcal/mol
- HOMO level: -7.65 eV

Each line ends with the Löwdin charge.
CARTESIAN COORDINATES (ANGSTROEM)
C -0.965 0.021 -1.342  -0.0261
C -0.071 -0.075 -0.123  -0.5895
C 1.138 -0.968 -0.346  -0.0341
C 0.275 1.236 0.580  -0.2222
C 0.136 0.601 1.975  0.0453
O -0.876 -0.615 1.006  -0.0641
H -1.238 -0.975 -1.710  0.0879
H -1.881 0.569 -1.105  0.0889
H -0.440 0.553 -2.143  0.0942
H 1.786 -0.936 0.535  0.0874
H 1.700 -0.625 -1.220  0.0944
H 0.828 -2.004 -0.537  0.0910
H 1.289 1.590 0.360  0.1061
H -0.439 2.028 0.303  0.1032
H -0.719 1.073 2.489  0.0165
H -0.522 -1.473 1.279  0.1211



Record 4
ORCA calculation (ωB97M-V with the def2-TZVPD basis set) on a cluster of 2 separate species, C9H15N2O in total in a non-equilibrium geometry.

- HOMO-LUMO gap: 0.3686 hartree
- Total charge: +1
- Lowest unoccupied orbital energy: -2.694 eV
- Energy relative to the best compared isomer or geometry (same formula, charge and spin): 93.40 kcal/mol
- HOMO level: -12.72 eV

Each line ends with the Löwdin charge.
CARTESIAN COORDINATES (ANGSTROEM)
C 2.722 -1.976 0.644  -0.0393
C 2.806 -1.012 -0.375  -0.0425
C 1.665 -1.917 1.576  -0.0707
C 1.759 -0.122 -0.580  -0.0072
C 0.900 -0.759 1.640  -0.0455
C 0.840 0.054 0.483  -0.2125
C -2.561 1.587 0.921  0.0300
C -1.716 -0.482 -0.271  0.0485
C -0.148 1.137 0.528  -0.2130
N -0.648 1.844 -0.634  0.1831
N -1.514 0.955 0.060  -0.2739
O 0.019 -0.021 -2.957  -0.0983
H 3.470 -2.842 0.592  0.1420
H 3.546 -1.036 -1.038  0.0671
H 1.643 -2.649 2.411  0.1223
H 1.790 0.512 -1.408  0.0857
H 0.168 -0.578 2.524  0.1542
H -1.985 2.470 1.207  0.0843
H -3.501 1.809 0.219  0.1542
H -2.988 0.935 1.777  0.1420
H -1.611 -0.938 0.616  0.0617
H -2.706 -0.581 -0.773  0.1288
H -1.086 -0.856 -1.069  0.0942
H -0.214 1.761 1.528  0.1963
H -0.888 2.853 -0.540  0.1590
H -0.591 -0.423 -3.636  0.0814
H 0.826 0.273 -3.444  0.0680



Record 5
ORCA calculation (ωB97M-V with the def2-TZVPD basis set) on a structure of composition C21H23NNiO10 in a non-equilibrium geometry.

- HOMO-LUMO gap (alpha / beta): 0.0905 / 0.0906 hartree
- <S²>: 2.005
- Total charge: -2
- Lowest unoccupied orbital energy (alpha / beta): 0.872 / 0.886 eV
- HOMO level (alpha / beta): -1.59 / -1.58 eV
- 2S+1: 3

Each line ends with the Löwdin charge.
CARTESIAN COORDINATES (ANGSTROEM)
C -1.302 -2.874 2.572  -0.0190
C -0.821 -1.813 1.574  -0.4380
C -2.040 -1.464 0.732  -0.1507
C -3.021 -0.437 1.275  -0.1530
C -2.226 0.783 1.751  -0.1330
C -1.185 0.551 2.862  -0.4555
N -0.374 -0.626 2.371  0.0391
O 0.682 -0.897 3.017  0.1208
C -1.831 0.221 4.192  -0.0059
C -0.324 1.787 2.820  -0.0281
C 0.341 -2.255 0.683  0.0092
H -0.521 -3.119 3.298  0.0886
H -1.438 -3.872 2.142  0.0953
H -2.259 -2.608 3.017  0.0744
H -2.628 -2.372 0.549  0.1266
H -1.854 -1.199 -0.312  0.0906
H -3.479 -0.890 2.159  0.0942
H -3.634 -0.087 0.448  0.1280
H -2.903 1.559 2.125  0.1271
H -1.874 1.217 0.812  0.1168
H -1.016 0.028 4.895  0.0902
H -2.484 -0.648 4.141  0.0701
H -2.365 1.068 4.626  0.0968
H 0.508 1.708 3.534  0.0906
H -0.874 2.681 3.107  0.1011
H 0.249 1.876 1.904  0.0550
H 0.538 -1.487 -0.062  0.0870
H 0.061 -3.191 0.194  0.1042
H 1.227 -2.474 1.274  0.0782
Ni 0.638 2.285 -0.930  0.6937
C -0.562 1.432 -4.921  -0.0111
C -1.042 0.239 -5.421  -0.4051
C -1.476 -0.855 -4.467  -0.4062
O -1.983 -1.903 -4.948  -0.0366
C -1.334 -0.708 -3.109  0.0014
C -0.806 0.533 -2.539  -0.3056
C -0.340 1.639 -3.540  -0.3238
O 0.167 2.614 -2.947  -0.0546
O -0.571 0.691 -1.336  -0.0771
O -1.195 0.141 -6.666  -0.0361
H -0.191 2.138 -5.651  0.1016
H -1.479 -1.431 -2.319  0.0767
C 4.469 1.218 -2.159  0.0134
C 5.149 0.041 -1.875  -0.3925
C 4.618 -0.913 -0.847  -0.3747
O 5.159 -2.018 -0.600  -0.0057
C 3.444 -0.628 -0.125  0.0410
C 2.758 0.636 -0.352  -0.2852
C 3.300 1.641 -1.452  -0.3031
O 2.490 2.550 -1.684  -0.0334
O 1.716 0.967 0.240  -0.0635
O 6.180 -0.178 -2.569  -0.0260
H 4.790 1.895 -2.938  0.1061
H 3.028 -1.352 0.558  0.0785
O 0.011 3.663 0.228  -0.3850
H -0.089 4.497 0.667  -0.0878



Number 1: M 114.1 Da, electronic energy -16629.406 eV. Number 2: M 345.4 Da, electronic energy -32636.364 eV. Number 3: M 86.1 Da, electronic energy -7390.673 eV. Number 4: M 167.2 Da, electronic energy -14593.913 eV. Number 5: M 508.1 Da, electronic energy -85153.952 eV.